# 1
The following is a DFT calculation (ωB97M-V/def2-TZVPD) of C17H29AsN3O7PdSeSi3 as an isolated structure.

Geometry as XYZ:
```
62
Properties=species:S:1:pos:R:3:lowdin_charge:R:1
H -2.48982 -2.17882 1.86438 0.0302
Pd 1.19523 0.37660 0.58222 0.3916
H -0.42441 -1.25619 -4.11404 0.0098
N 0.32160 4.40852 1.60887 0.0360
H -2.44250 2.67028 1.43919 0.0131
H -4.04151 1.99271 -1.78886 0.0178
Se 1.96365 2.54643 -0.09376 0.5722
H -0.66473 -4.12321 -0.88573 0.0360
C -3.39813 1.62308 -2.58973 -0.2132
H 4.39691 0.34448 4.23842 0.1294
C 0.10587 -1.77507 -3.31589 -0.2071
C -0.20763 -3.17602 -0.57325 -0.1897
N 1.82694 -0.02257 3.92614 -0.3416
H -3.65040 2.17775 -3.50064 0.0335
C -2.23361 1.80381 2.07119 -0.2154
O 7.38079 -0.40460 1.87593 0.0703
Si -2.45426 0.19603 1.14185 0.2962
H -4.83854 -0.26645 1.43102 0.0317
H 0.28658 -2.80521 -3.64388 0.0403
O 0.81152 0.45769 3.48160 0.0579
C 3.52336 -1.37012 0.84060 -0.0401
O 6.76625 0.34568 3.78980 0.0579
H -0.90682 -1.44688 2.21570 -0.0044
H -0.43919 -2.99973 0.47561 0.0090
C 2.48944 -1.15751 1.79531 -0.3868
O 1.25608 -1.50610 1.55145 -0.1748
As -0.90290 0.26265 -0.64044 0.8570
C -4.23970 0.04224 0.56650 -0.2142
Si -0.86772 -1.87309 -1.72928 0.3347
H -2.69402 -3.24249 -2.65726 0.0313
H -1.94614 4.32945 -2.19067 0.0364
H -0.68963 2.67951 -4.33282 0.0332
H -1.87498 3.77157 -0.51232 0.0147
C 0.96074 3.68287 0.97744 -0.8175
H -0.38851 3.95956 -1.43387 -0.0045
C 2.85776 -0.46021 2.97481 -0.0732
Si -1.58596 1.92877 -2.19334 0.2899
H -4.63387 0.99667 0.21263 0.0150
H -1.22020 1.91276 2.45906 0.0093
O 2.34438 -1.12484 -1.17617 -0.1161
C 4.83448 -1.06977 1.16444 0.0700
C 3.20828 -1.84300 -0.59486 -0.6609
H 0.87581 -3.24590 -0.66754 0.0287
C 4.16030 -0.14407 3.30823 0.0700
H -3.26272 -2.40569 -1.21301 0.0137
C -2.66586 -2.28696 -2.12162 -0.2233
H -2.93337 1.83020 2.91330 0.0360
N 6.52988 -0.15524 2.70525 -0.3582
H 1.07996 -1.31964 -3.12986 0.0191
C -0.55567 1.76436 -3.74574 -0.2118
O 2.08100 -0.10124 5.11099 0.0801
C 5.13182 -0.47612 2.38339 -0.1287
C -1.42987 3.65248 -1.49985 -0.2214
H -3.64030 0.57238 -2.76061 0.0059
H -2.29735 -1.07280 3.23295 0.0378
H -0.86764 0.92083 -4.36118 0.0137
H -3.14950 -1.53874 -2.75441 0.0064
C -1.98381 -1.26974 2.20256 -0.2112
H 5.61787 -1.30408 0.45811 0.1341
H 0.50722 1.65438 -3.52397 0.0351
H -4.38106 -0.70187 -0.22074 0.0083
O 3.88863 -2.77980 -1.03357 0.0004
```

## Properties
Spin multiplicity: 1
Kohn-Sham gap (alpha / beta): 6.295 / 6.295 eV
Net charge: -1
LUMO (alpha / beta): 0.8 / 0.8 eV
Energy above the lowest of the compared OMol25 structures with the same formula, charge and spin: 0.00 kJ/mol

# 2
The following is a DFT calculation (ωB97M-V/def2-TZVPD) of C24H60Li2N2O8 as an isolated structure at a distorted geometry.

Geometry as XYZ:
```
96
Properties=species:S:1:pos:R:3:lowdin_charge:R:1
H 0.47257 2.53401 0.81459 0.0961
C 2.38867 -1.98229 1.69807 -0.0886
C -1.70189 -0.01071 -4.19960 -0.1971
O -3.69777 1.34088 3.15915 -0.2024
Li -1.24445 -0.36041 -1.56284 0.5802
C 3.59857 0.48260 -0.44633 -0.0888
H -4.09484 -0.57906 -1.12726 0.0619
O 4.28101 3.31005 4.56704 -0.0526
C 1.72905 -3.73139 -5.13322 -0.0973
H 4.44132 -0.60415 -3.57143 0.0741
C -1.42035 2.86715 -0.03210 -0.0934
H 2.84855 -1.94975 0.71037 0.0850
O 2.39217 0.68657 -2.34239 -0.0710
O 0.10709 1.12707 -0.70229 -0.3949
C 0.43481 -3.08583 -3.19937 -0.2034
H 0.65674 -2.87019 -2.15422 0.1179
H -1.25083 -3.33788 -0.91704 0.0877
H -5.67961 1.34193 2.40360 0.0847
H 2.09641 4.09360 2.13267 0.0639
H 1.69582 0.85830 -1.70428 0.0113
O 1.59665 -0.87065 1.94961 -0.2381
C -3.04599 -0.00551 -3.52445 -0.1347
H -1.72486 -0.39872 -5.21794 0.1179
H -1.98259 2.84339 -0.96560 0.0819
H 1.77285 3.43125 -1.12178 0.0634
H -3.87262 1.04524 -0.43789 0.0706
C -1.42480 -3.73427 1.22499 -0.0531
O 1.57601 -2.90559 -3.99283 -0.1928
H -1.21421 1.57750 3.18092 0.1207
C -3.33169 -3.08790 -0.32452 -0.0711
C -4.05479 0.48601 -1.35560 -0.1112
H -1.32183 0.99063 -4.40200 0.1342
H 1.76748 -2.87775 1.71802 0.0852
H 2.32563 2.99363 4.49513 0.1270
C -1.95975 -0.21066 3.38214 -0.1756
H 5.49393 -0.57600 -2.08943 0.0757
C -4.77791 1.95145 2.46316 -0.1093
H -1.89704 2.26394 0.74056 0.0543
H 3.43603 0.96702 3.54890 0.0807
H -2.18883 -0.01943 4.43050 0.1261
H 2.70201 0.56687 0.16784 0.0565
H 4.31464 1.88431 2.37443 0.0828
H 0.27973 -0.53034 -3.71218 0.1083
H -4.08480 -0.66606 2.97949 0.1209
C 0.68807 3.52318 -1.06826 -0.0646
H 0.25397 -1.78989 3.23868 0.1137
H -3.21893 -0.03812 1.55568 0.0961
H 0.99211 1.22209 3.36270 0.0917
N -0.67458 -0.78025 -3.49557 -0.0890
C -0.00671 2.46958 -0.16227 -0.5809
C 3.36650 -0.15708 -1.75592 -0.4993
C 3.36577 1.84700 2.90954 -0.0557
C 0.94026 -0.94478 3.18491 -0.2088
N -0.91565 0.66884 2.85642 -0.0907
H 2.93653 -1.15862 -1.74401 0.1272
H -0.36812 -3.64470 1.47701 0.0473
O -1.36835 -1.58077 0.09142 -0.4175
C -0.76656 -2.26256 -3.76103 -0.1498
H 2.74004 -3.61261 -5.52296 0.0888
H -3.90618 -2.74608 0.53643 0.0735
C -3.33018 0.04201 2.63702 -0.1614
C 4.64019 -0.13793 -2.60645 -0.0423
H -3.61391 -4.12814 -0.48687 0.0739
H 2.54528 5.18106 3.61040 0.0787
H 1.61230 -4.80152 -4.96206 0.0856
H -1.70465 -1.25376 3.19511 0.0976
C 0.29776 0.41370 3.59182 -0.1832
C 3.13587 3.11843 3.77678 -0.4748
H 0.14726 -4.13714 -3.18671 0.1181
H -4.57158 2.28524 1.44624 0.0710
H 1.01330 -3.39975 -5.88543 0.0804
O -2.94301 0.64419 -2.17714 -0.2568
H 3.69197 4.65808 2.36321 0.0748
H -5.01860 0.72687 -1.80408 0.0975
H 1.69186 -1.15916 3.94468 0.1249
H 4.01610 1.48862 -0.48730 0.0957
C 2.79675 4.37752 2.91816 -0.0327
H -0.95107 -2.48138 -4.81278 0.1111
H 4.33741 -0.11079 0.09229 0.0819
H -3.49884 -0.97987 -3.34099 0.1162
H 5.06539 3.42669 4.02598 0.0876
H -5.06124 2.83868 3.02941 0.0867
H -1.68837 -4.78619 1.11504 0.0605
H -1.64114 -2.56988 -3.18764 0.1002
H 0.33399 3.43568 -2.09543 0.0753
H -3.76588 0.59815 -4.07712 0.1275
H -2.13639 -3.43799 1.99567 0.0596
H 2.58463 1.66573 2.17125 0.0478
H 3.21822 -2.04470 2.40237 0.1012
H -1.48102 3.89732 0.31885 0.0795
H 0.46562 4.56470 -0.83618 0.0643
H -3.68225 -2.55474 -1.20822 0.0432
H 0.15268 0.47920 4.67013 0.1298
Li -0.22421 -0.11673 1.09951 0.5863
C -1.82296 -2.91619 -0.09063 -0.5619
H 4.89428 0.90992 -2.76628 0.0806
```

## Properties
Spin multiplicity: 1
Kohn-Sham gap: 8.015 eV
Net charge: 0
LUMO: 0.3 eV
Energy above the lowest of the compared OMol25 structures with the same formula, charge and spin: 3.37 kJ/mol

# 3
The following is a DFT calculation (ωB97M-V/def2-TZVPD) of a 2-piece molecular cluster, C8H16 overall at a distorted geometry.

Geometry as XYZ:
```
24
Properties=species:S:1:pos:R:3:lowdin_charge:R:1
C 0.65107 -0.68488 -2.23275 -0.2099
C -1.15984 -0.19114 1.93071 -0.2639
C -1.54009 -1.82351 -1.91124 -0.1731
H 1.50399 -0.75866 1.98968 0.0264
C -0.45625 -0.86633 -1.52209 -0.1989
H -1.23174 -2.45746 -2.74633 0.0577
C 1.75351 0.27540 -1.91171 -0.1471
H 0.55494 2.81126 1.77115 0.0400
C 1.29472 0.30175 1.95757 -0.0621
C 0.00350 0.74116 1.86924 -0.4715
H -0.85499 -1.21997 1.72463 0.0418
H 2.69299 -0.26497 -1.76813 0.0583
H 1.92062 0.98666 -2.72696 0.0588
H -1.63392 -0.17893 2.93158 0.0405
H 0.76716 -1.27730 -3.13773 0.0875
H -2.45858 -1.30112 -2.18801 0.0538
H -0.57743 -0.33742 -0.58195 0.0685
H -0.92322 2.49987 2.69929 0.0399
H -0.96068 2.39946 0.92503 0.0440
C -0.34265 2.19271 1.81356 -0.2548
H -1.79072 -2.48546 -1.07663 0.0477
H 1.53332 0.83897 -1.00746 0.0516
H 2.11836 1.00520 1.95280 0.0270
H -1.93410 0.09446 1.20401 0.0379
```

## Properties
Spin multiplicity: 2
Kohn-Sham gap (alpha / beta): 2.426 / 9.378 eV
Net charge: -1
LUMO (alpha / beta): 3.8 / 3.7 eV
Energy above the lowest of the compared OMol25 structures with the same formula, charge and spin: 7.62 kJ/mol